[1]
Computed, not measured: a structure of composition C17H14IN3S6Tb at a distorted geometry, with ωB97M-V with the def2-TZVPD basis set.

```
42
Properties=species:S:1:pos:R:3:forces:R:3:lowdin_charge:R:1
Tb -0.2438 -0.3180 -0.9845 0.51 0.73 -0.46 1.2592
C -1.6536 -0.3548 2.0283 0.15 0.00 0.00 -0.0694
C -0.1857 -0.4378 2.3346 0.18 -0.09 -0.19 -0.3114
C 0.2848 -0.4581 3.6535 0.22 0.03 0.03 0.0103
C 1.6343 -0.4988 3.8814 -0.25 0.00 -0.18 0.0368
C 2.5362 -0.5364 2.8026 -0.29 0.01 -0.40 -0.1422
C 3.9292 -0.5905 3.0031 0.19 -0.04 -0.26 -0.0144
C 4.7694 -0.6756 1.9251 -0.08 0.01 0.46 -0.0487
C 4.2462 -0.6995 0.6299 -0.49 0.03 -0.18 -0.0990
C 2.8882 -0.6309 0.3850 0.15 -0.02 0.09 -0.5950
S 2.3841 -0.6734 -1.3134 -0.70 -0.27 -0.05 0.5586
C 1.9875 -0.5447 1.4854 0.64 -0.07 0.35 -0.2255
N 0.6353 -0.4880 1.2896 -0.10 -0.12 0.24 -0.0368
H -2.2413 -0.3505 2.9432 -0.09 -0.01 -0.09 0.0919
H -1.9801 -1.2217 1.4289 -0.03 0.27 0.12 0.0812
H -1.8699 0.5819 1.4927 -0.07 -0.25 0.14 0.0569
H -0.4173 -0.4426 4.4696 -0.11 0.03 0.10 0.1225
H 2.0254 -0.5149 4.8857 0.03 0.01 0.19 0.1306
H 4.3087 -0.5758 4.0132 0.07 -0.01 0.09 0.1215
H 5.8377 -0.7382 2.0647 0.07 0.02 0.03 0.1170
H 4.9078 -0.7812 -0.2185 0.11 -0.01 -0.06 0.1067
I 0.2651 6.3312 -1.5770 0.10 -0.50 0.10 0.8993
C 0.6628 4.3072 -1.2828 -0.07 0.38 -0.04 -0.7364
C 1.8878 3.6706 -1.3790 -0.45 0.02 0.10 -0.1098
N 1.6738 2.3731 -1.1391 0.29 0.05 -0.01 -0.0297
N 0.3674 2.1157 -0.8952 0.09 -0.54 -0.12 -0.1198
C -0.2514 3.2972 -0.9778 0.21 0.07 -0.04 -0.1774
H 2.8592 4.0667 -1.5974 0.20 0.00 -0.04 0.1308
H 2.3420 1.5889 -1.1873 -0.48 0.34 -0.01 0.0534
H -1.3102 3.3934 -0.8149 -0.11 -0.09 -0.02 0.1129
C -2.8890 -3.4000 -4.0377 -0.35 0.11 0.12 -0.3726
S -4.2804 -2.2599 -4.3287 0.23 0.13 0.05 0.8465
C -4.1237 -1.2416 -2.8996 0.08 0.00 0.15 -0.9775
C -3.0423 -0.5127 -2.5623 -0.21 0.16 0.32 -1.1327
S -1.4978 -0.3681 -3.3662 0.18 0.14 0.23 0.4926
S -3.1830 0.3636 -1.0152 -0.55 -0.46 -0.63 0.7689
C -4.6951 -0.4032 -0.4544 0.24 0.05 0.12 -1.4439
S -5.2213 -0.2541 1.0723 -0.07 0.06 -0.16 0.6428
S -5.4712 -1.2644 -1.7498 0.47 0.12 0.09 0.9480
H -2.6721 -3.8573 -4.9952 0.03 -0.11 -0.12 0.0413
H -3.1862 -4.1534 -3.3160 0.05 -0.11 0.03 0.0415
H -2.0194 -2.8454 -3.6982 0.00 -0.08 -0.09 -0.0287
```
Forces are in eV/Å.

Values from the calculation:
Net charge = +1
Energy = -4331.54751 hartree
HOMO (alpha / beta) = -10.71 / -10.74 eV
Multiplicity = 7
Expectation value of S² = 12.610
Molar mass = 738.6 g/mol



[2]
Computed, not measured: a structure of composition C47H63AsN7O7RbS, with ωB97M-V with the def2-TZVPD basis set.

```
127
Properties=species:S:1:pos:R:3:forces:R:3:lowdin_charge:R:1
Rb 0.5825 -0.2754 -0.4367 -0.41 0.19 0.57 0.6334
C 4.0142 3.0049 1.6979 -0.07 -0.05 -0.02 -0.1300
C 4.1296 3.8937 0.6327 -0.05 -0.05 0.03 -0.1312
C 3.0662 4.0300 -0.2455 -0.06 0.01 -0.13 -0.0839
C 1.8792 3.2982 -0.0613 0.16 -0.03 0.11 -0.2240
C 1.7429 2.3486 0.9736 -0.21 -0.10 0.25 -0.1126
C 2.8569 2.2419 1.8284 0.14 0.21 -0.17 -0.1700
C 0.7411 3.5577 -0.9926 -0.09 -0.06 0.03 -0.2151
C 0.6138 4.8296 -1.6387 -0.02 0.05 -0.03 -0.0110
C -0.3820 5.0487 -2.5353 0.07 -0.03 0.00 -0.0250
C -1.3091 4.0179 -2.8171 -0.03 -0.04 0.11 -0.1634
C -2.3403 4.1406 -3.7749 -0.04 -0.05 -0.01 -0.0559
C -3.1917 3.0960 -4.0117 -0.01 0.03 0.05 -0.1064
C -3.0584 1.8984 -3.2725 -0.14 0.00 -0.01 -0.0782
C -2.0830 1.7646 -2.3257 0.06 0.01 0.06 -0.0109
C -1.1632 2.8172 -2.0845 0.05 0.10 -0.13 -0.1967
N -0.1479 2.6117 -1.2032 0.06 -0.11 -0.06 0.1397
H 4.8304 2.9062 2.4120 -0.03 -0.03 -0.05 0.0850
H 5.0380 4.4672 0.4861 0.01 0.01 -0.02 0.0802
H 3.1851 4.6924 -1.1018 -0.03 -0.03 0.09 0.0884
H 2.8132 1.5259 2.6486 -0.02 0.04 0.02 0.0567
H 1.3096 5.6214 -1.3979 0.01 -0.03 0.01 0.0971
H -0.4758 6.0016 -3.0462 0.00 0.02 0.02 0.1064
H -2.4289 5.0663 -4.3347 0.01 0.00 0.01 0.1013
H -3.9632 3.1820 -4.7690 0.00 -0.02 0.01 0.0906
H -3.7266 1.0656 -3.4735 0.12 0.12 0.01 0.0843
H -1.9774 0.8399 -1.7738 -0.02 0.01 -0.03 0.0792
O -0.0072 1.0367 2.8554 -0.10 0.12 -0.25 -0.1528
H -0.1046 0.1175 2.5726 0.00 0.04 0.01 -0.0182
H 0.4928 1.4978 2.0945 0.01 -0.09 0.09 -0.0261
O -1.2598 -1.1397 -3.2997 0.16 0.08 0.04 -0.1049
H -0.6363 -1.8228 -3.0119 -0.09 0.08 -0.03 -0.0141
H -0.6857 -0.4280 -3.6541 -0.06 -0.19 0.02 -0.0055
O -2.6315 2.0054 1.9650 0.14 0.08 0.28 -0.1184
H -1.7879 1.8451 2.4422 -0.17 -0.01 -0.22 0.0161
H -2.8205 1.1492 1.5525 0.29 -0.13 0.03 -0.0900
N -0.0081 -3.5228 -1.3552 -0.13 0.16 0.21 0.1678
C -0.7215 -3.3510 -0.4657 0.17 -0.15 -0.30 -0.1979
O 0.7854 0.5677 -4.4480 0.18 -0.20 0.19 -0.0089
C 1.7538 -0.0716 -4.0270 0.09 -0.11 0.01 -0.5202
C 2.9838 -0.3674 -4.8995 0.01 -0.11 0.14 -0.1017
C 3.7984 -1.3228 -4.0330 -0.08 0.17 0.02 -0.0989
C 3.0338 -1.3191 -2.6984 0.04 -0.05 -0.13 -0.5226
O 3.4432 -1.9011 -1.6960 -0.10 0.14 -0.22 -0.0175
N 1.8784 -0.6156 -2.7908 0.06 0.08 -0.58 0.0123
H 3.4982 0.5711 -5.1075 0.01 0.03 -0.02 0.1079
H 2.6549 -0.7883 -5.8486 -0.01 0.02 -0.04 0.1047
H 4.8294 -1.0144 -3.8596 0.02 -0.02 -0.01 0.1057
H 3.8104 -2.3430 -4.4175 0.03 -0.03 0.00 0.1085
C 0.8208 -1.3410 5.6578 -0.13 -0.07 -0.03 -0.0660
C 0.5662 -2.8120 5.3225 -0.14 0.13 0.13 -0.2407
N -0.7764 -3.2731 5.6766 0.13 -0.18 -0.10 -0.0770
C -0.9907 -3.4436 7.1037 -0.12 0.17 -0.06 -0.2421
C -1.7913 -2.2996 7.7270 0.01 -0.04 -0.04 -0.0863
C -1.4940 -4.1538 4.8120 -0.11 0.16 0.13 -0.4193
O -2.1049 -5.1174 5.3011 0.16 0.17 -0.03 -0.0228
C -1.5224 -3.8414 3.4102 0.08 -0.06 0.02 -0.1806
C -1.9880 -4.8304 2.4716 0.08 0.09 0.06 -0.0660
C -2.0846 -4.5698 1.1628 0.01 0.08 -0.05 -0.0765
C -1.7189 -3.1950 0.6204 -0.06 -0.18 0.40 -0.3653
N -1.2601 -2.2096 1.6111 0.01 0.06 -0.14 0.0218
C -1.2262 -2.5758 2.8615 0.06 0.06 -0.05 -0.1558
H 1.7446 -0.9955 5.1869 -0.09 -0.05 0.09 0.0459
H 0.9084 -1.1895 6.7389 -0.02 0.01 -0.08 0.0649
H 0.0031 -0.7155 5.2880 0.12 -0.02 0.02 0.0722
H 1.3087 -3.4274 5.8535 0.02 -0.05 -0.01 0.1116
H 0.7242 -2.9794 4.2638 -0.02 -0.05 -0.11 0.0895
H -0.0222 -3.5344 7.6071 0.06 0.00 0.00 0.1080
H -1.5299 -4.3743 7.2475 -0.02 -0.16 0.03 0.0960
H -1.3039 -1.3346 7.5735 -0.03 -0.05 0.02 0.0538
H -1.9119 -2.4659 8.8033 -0.02 0.04 -0.04 0.0604
H -2.7830 -2.2519 7.2704 0.06 0.01 0.03 0.0740
H -2.2596 -5.8020 2.8675 -0.03 -0.01 -0.03 0.1030
H -2.4272 -5.3093 0.4465 0.00 0.02 0.05 0.0878
H -2.5854 -2.7599 0.1076 -0.05 0.01 -0.13 0.0692
H -0.9649 -1.7696 3.5504 0.01 -0.09 -0.07 0.1004
C -8.1015 -1.4735 -1.8671 0.09 0.05 -0.10 -0.1090
C -7.0378 -0.9538 -2.8367 -0.05 0.06 0.26 -0.2416
C -5.7049 -0.6822 -2.1458 -0.16 0.12 0.02 -0.2155
N -5.8405 0.4514 -1.2358 0.38 0.11 0.29 0.0182
C -5.0419 0.6707 -0.1689 -0.14 -0.04 0.22 -0.7473
S -3.9716 -0.4553 0.4260 -0.05 -0.06 -0.31 0.8041
N -5.1650 1.8668 0.5532 -0.13 -0.23 -0.40 0.1128
C -6.2025 2.7884 0.6924 0.25 -0.34 -0.37 -0.4032
O -6.4628 3.2110 1.7881 -0.22 0.37 0.63 0.1183
C -6.9388 3.3308 -0.4922 0.04 -0.08 -0.19 -0.1621
C -8.3162 3.4830 -0.3987 -0.21 -0.17 0.03 -0.0252
C -9.0348 4.0204 -1.4554 -0.02 -0.03 0.08 -0.0842
C -8.3735 4.4490 -2.5985 0.05 0.00 0.03 -0.0939
C -6.9915 4.3580 -2.6678 0.04 0.04 -0.08 -0.0742
C -6.2739 3.8012 -1.6177 0.29 -0.11 -0.02 -0.0247
H -9.0549 -1.6408 -2.3734 0.04 0.01 0.03 0.0629
H -8.2647 -0.7605 -1.0564 -0.02 -0.04 -0.01 0.0657
H -7.7797 -2.4172 -1.4213 -0.03 0.03 0.01 0.0757
H -7.3936 -0.0328 -3.3154 0.03 -0.06 -0.06 0.1034
H -6.8652 -1.6832 -3.6286 0.01 0.01 -0.06 0.1057
H -4.9175 -0.4883 -2.8785 0.01 -0.02 0.05 0.1048
H -5.3930 -1.5433 -1.5653 0.07 -0.10 0.12 0.0872
H -6.3737 1.2202 -1.5864 -0.22 0.44 -0.14 0.1080
H -4.5648 1.8593 1.3797 -0.07 0.12 -0.02 0.0917
H -8.8084 3.1621 0.5117 -0.03 0.02 -0.05 0.1195
H -10.1109 4.1127 -1.3873 -0.02 -0.01 0.02 0.0980
H -8.9334 4.8678 -3.4256 0.01 0.01 0.01 0.0975
H -6.4677 4.7283 -3.5402 0.04 -0.03 0.03 0.1022
H -5.1898 3.7588 -1.6496 -0.01 -0.12 -0.12 0.1220
C 4.3114 -0.8564 4.2111 -0.04 -0.05 -0.11 -0.1879
C 3.8637 -2.0829 3.4139 -0.01 0.18 0.09 -0.4475
As 3.0682 -1.5964 1.6670 0.18 -0.15 0.26 1.2009
C 4.6920 -0.7959 0.8780 0.07 -0.15 -0.01 -0.4316
C 5.9686 -1.6257 0.7697 -0.09 0.04 -0.04 -0.1628
C 2.8640 -3.4366 0.9811 0.17 -0.01 -0.17 -0.4403
C 4.0596 -4.3850 0.9112 -0.05 0.01 0.01 -0.1638
H 4.6230 -1.1295 5.2225 0.01 0.01 0.02 0.0624
H 3.5072 -0.1210 4.2918 0.05 -0.01 0.00 0.0440
H 5.1550 -0.3611 3.7238 -0.02 -0.01 0.03 0.0558
H 3.1015 -2.6398 3.9627 -0.03 0.00 0.00 0.0389
H 4.7064 -2.7603 3.2701 0.02 -0.04 -0.03 0.0391
H 4.8621 0.0947 1.4852 -0.05 0.04 0.04 0.0337
H 4.3890 -0.4471 -0.1044 -0.01 0.05 -0.07 0.0386
H 6.1841 -2.1799 1.6865 0.02 0.00 0.00 0.0500
H 6.8283 -0.9785 0.5668 -0.01 -0.01 0.00 0.0604
H 5.8909 -2.3389 -0.0513 0.01 0.02 0.05 0.0502
H 2.4306 -3.3304 -0.0120 -0.04 0.00 0.01 0.0159
H 2.0841 -3.8557 1.6210 -0.07 0.02 0.09 0.0539
H 4.7063 -4.1269 0.0727 -0.01 -0.01 0.04 0.0505
H 3.7156 -5.4143 0.7592 0.02 0.07 -0.01 0.0630
H 4.6614 -4.3766 1.8238 -0.01 0.00 -0.03 0.0466
```
Forces are in eV/Å.

Values from the calculation:
Net charge = -2
Energy relative to the best compared isomer or geometry (same formula, charge and spin) = 46.9 kcal/mol
Energy = -5396.91905 hartree
HOMO = -1.81 eV
Multiplicity = 1
Molar mass = 1030.5 g/mol